# 1
A molecular structure, C44H46As2N3O2RuS3 in a non-equilibrium geometry. Source: OMol25; level of theory: ωB97M-V/def2-TZVPD.

The geometry in ORCA input format:
```
! wB97M-V def2-TZVPD RIJCOSX def2/J DEFGRID3
* xyz 0 2
Ru -0.00484 0.08190 -0.09864
N 0.16630 -1.78937 1.27286
C 0.94622 -1.83443 2.53515
C 2.28221 -1.15793 2.28956
C 1.98294 0.32222 2.15514
O 1.70249 0.95547 3.16451
O 1.95489 0.77352 0.94666
H -0.80616 -2.04067 1.42235
H 0.55683 -2.44681 0.60611
H 1.08442 -2.86054 2.88320
H 0.39842 -1.28393 3.29981
H 2.71264 -1.54270 1.36599
H 2.97161 -1.31823 3.11833
S -2.34532 -0.57663 0.24603
C -3.29326 0.33435 1.42743
C -4.66819 0.06290 1.46316
C -5.48726 0.70303 2.37699
C -4.95470 1.62304 3.27555
C -3.59810 1.89853 3.24092
C -2.76702 1.26808 2.31502
As -0.87813 1.60359 2.14890
C -0.99348 3.21453 1.02909
C -2.17067 3.90003 0.76475
C -2.15732 5.03517 -0.04289
C -0.95826 5.51715 -0.54418
C 0.22832 4.85463 -0.24791
C 0.20949 3.70048 0.51759
C -0.58344 2.61731 3.79627
C -0.52663 1.88897 4.98422
C -0.30139 2.52463 6.19236
C -0.12569 3.90291 6.22797
C -0.18330 4.63225 5.05179
C -0.40682 3.99294 3.83534
H -5.07740 -0.66423 0.77075
H -6.54707 0.47877 2.39352
H -5.59259 2.11690 3.99706
H -3.17426 2.61248 3.93644
H -3.10192 3.56956 1.21371
H -3.08521 5.54735 -0.26965
H -0.94319 6.41533 -1.14886
H 1.16879 5.23791 -0.62456
H 1.13038 3.17029 0.73986
H -0.64853 0.81248 4.95604
H -0.25197 1.94682 7.10686
H 0.06236 4.40341 7.16943
H -0.04921 5.70667 5.07343
H -0.44159 4.57872 2.92850
S -0.63078 -1.79035 -1.61610
C 0.54473 -2.31142 -2.83726
C 0.08078 -3.16502 -3.84566
C 0.95830 -3.67695 -4.78708
C 2.31053 -3.34755 -4.74755
C 2.77005 -2.48436 -3.76701
C 1.88985 -1.95654 -2.82694
As 2.34618 -0.73183 -1.43333
C 4.29967 -0.89760 -1.38274
C 5.14481 -0.15845 -2.20579
C 6.52158 -0.32633 -2.12501
C 7.06818 -1.22628 -1.22091
C 6.23226 -1.97744 -0.40802
C 4.85717 -1.81329 -0.49176
C 2.37431 0.92843 -2.47280
C 2.07952 0.98236 -3.82798
C 2.14954 2.18973 -4.51208
C 2.53945 3.34485 -3.85052
C 2.85124 3.29136 -2.49702
C 2.76021 2.09081 -1.80644
H -0.96993 -3.43010 -3.86936
H 0.58596 -4.34358 -5.55540
H 2.99586 -3.76045 -5.47628
H 3.81894 -2.21465 -3.72909
H 4.73547 0.54745 -2.91459
H 7.16819 0.25205 -2.77296
H 8.14240 -1.34091 -1.15042
H 6.65045 -2.68809 0.29371
H 4.21100 -2.40841 0.14204
H 1.79230 0.08042 -4.35570
H 1.90279 2.22652 -5.56649
H 2.60363 4.28299 -4.38747
H 3.17398 4.18535 -1.97713
H 2.98917 2.04844 -0.74756
C -1.32764 1.03592 -5.48339
C -1.66007 0.07156 -4.35435
N -2.60932 0.65185 -3.40296
C -2.27148 1.34225 -2.31749
S -0.60848 1.68005 -1.93952
N -3.22425 1.86121 -1.55928
C -4.65657 1.81305 -1.79560
C -5.11630 2.88529 -2.77861
H -0.56005 0.59920 -6.12505
H -0.94780 1.97106 -5.06930
H -2.20510 1.25291 -6.09674
H -0.75740 -0.17606 -3.80491
H -2.09561 -0.85226 -4.73435
H -3.58384 0.43685 -3.53738
H -2.88589 2.41797 -0.78705
H -5.13858 1.94858 -0.82834
H -4.93703 0.81792 -2.15026
H -4.84359 3.87462 -2.41091
H -6.19883 2.84605 -2.90529
H -4.64809 2.74859 -3.75474
*
```

<S²> = 0.77
Strongest force on any atom = 3.45 eV/A
Relative energy (zero: lowest compared OMol25 entry of this formula, charge and spin) = 275.4 kJ/mol
LUMO (alpha / beta) = -0.018 / -0.026 Eh
Gap between HOMO and LUMO (alpha / beta) = 6.845 / 6.590 eV

# 2
C6H7BrClNO in the gas phase in a non-equilibrium geometry. Source: OMol25; level of theory: ωB97M-V/def2-TZVPD.

The geometry in ORCA input format:
```
! wB97M-V def2-TZVPD RIJCOSX def2/J DEFGRID3
* xyz 0 1
C 1.35633 -0.86526 -2.42226
O 0.78948 -1.71142 -1.35361
C 0.63690 -1.10959 -0.12895
Cl -0.24826 -2.00651 1.02317
N 1.12795 0.00062 0.12124
C 0.92886 0.75256 1.28308
C -0.21338 1.05641 1.93139
C -1.60353 0.90458 1.44105
C -1.84423 0.71427 0.18507
Br -3.71210 0.32919 -0.23552
H 2.36383 -0.40299 -2.05834
H 0.80264 -0.09713 -2.82238
H 1.56015 -1.77589 -3.11033
H 1.78123 0.96748 1.79780
H -0.05077 1.60285 2.88004
H -2.43141 0.71386 2.10460
H -1.24371 0.92695 -0.63606
*
```

Strongest force on any atom = 5.99 eV/A
Relative energy (zero: lowest compared OMol25 entry of this formula, charge and spin) = 0.0 kJ/mol
LUMO = 0.016 Eh
Gap between HOMO and LUMO = 9.040 eV
SMILES string = CO/C(Cl)=N/C=C\C=C\Br

# 3
C4H11NO in the gas phase. Source: OMol25; level of theory: ωB97M-V/def2-TZVPD.

The geometry in ORCA input format:
```
! wB97M-V def2-TZVPD RIJCOSX def2/J DEFGRID3
* xyz 0 1
C 1.57630 -1.32283 -0.20057
N 0.54180 -0.97045 0.76386
C -0.51631 -0.06233 0.36713
C -1.13154 -0.33007 -1.00994
C -0.05785 1.40599 0.49451
O -1.15892 2.14306 1.04417
H 2.36215 -1.87300 0.32905
H 2.04903 -0.41628 -0.59083
H 1.20142 -1.93575 -1.03802
H 0.27072 -1.77530 1.29508
H -1.29143 -0.12881 1.12991
H -1.57711 0.56726 -1.44390
H -1.91638 -1.07187 -0.95535
H -0.34788 -0.61807 -1.71058
H 0.82974 1.49300 1.11290
H 0.17253 1.80592 -0.49906
H -1.00625 3.08953 0.91163
*
```

Strongest force on any atom = 0.79 eV/A
Relative energy (zero: lowest compared OMol25 entry of this formula, charge and spin) = 125.9 kJ/mol
LUMO = 0.038 Eh
Gap between HOMO and LUMO = 9.540 eV
SMILES string = CN[C@H](C)CO

# 4
A molecular structure, C10H21ClCoF3O2P2 in a non-equilibrium geometry. Source: OMol25; level of theory: ωB97M-V/def2-TZVPD.

The geometry in ORCA input format:
```
! wB97M-V def2-TZVPD RIJCOSX def2/J DEFGRID3
* xyz 2 5
C 1.11028 -1.61061 -2.38928
C 0.22471 -0.49524 -2.02362
H 1.41151 -1.52771 -3.44545
H 0.59188 -2.56982 -2.25014
H 2.00557 -1.61625 -1.75493
O -0.43773 0.19182 -2.76938
Cl 0.93888 -1.92304 0.85303
Co 0.01327 -0.00200 0.09339
P -1.93991 -1.05694 0.04013
C -3.37663 -0.12564 -0.60661
C -2.05773 -2.60679 -0.93240
H -3.05217 -3.03837 -0.75194
H -3.37276 -2.38245 1.46568
H -1.28674 -3.31088 -0.60095
H -1.74550 -2.15701 2.18673
H -3.16731 0.20004 -1.63252
H -1.93766 -2.40161 -2.00241
C -2.56278 -1.66243 1.65168
H -4.26113 -0.77742 -0.59715
H -2.93280 -0.82595 2.24867
H -3.56268 0.75678 0.01648
P 2.00911 0.92268 0.25400
C 2.11569 2.69554 -0.18075
C 2.75168 0.89656 1.93031
H 3.57932 -0.80762 -0.42750
H 4.31178 0.82476 -0.44173
H 3.23802 0.31691 -1.77988
C 3.41751 0.24033 -0.70289
H 2.51372 -0.06361 2.40450
H 3.84167 0.99265 1.83142
H 3.15475 3.02818 -0.05782
H 1.45484 3.28078 0.46939
H 2.35334 1.71421 2.53457
H 1.80531 2.83084 -1.22351
C -0.69726 1.49577 -0.48525
O -1.19368 2.48973 -0.81836
F 0.06200 2.15464 2.22568
C -0.53964 0.92776 1.99128
F -0.19842 0.12774 3.03379
F -1.88615 1.20223 2.12721
*
```

<S²> = 6.05
Strongest force on any atom = 9.67 eV/A
LUMO (alpha / beta) = -0.332 / -0.438 Eh
Gap between HOMO and LUMO (alpha / beta) = 7.086 / 6.312 eV

> Among the records above, which one has the lowest strongest force on any atom?

C4H11NO